No. 1
C18H16N5O3PtSe3 | ωB97M-V/def2-TZVPD

Last column: Mulliken charge in e.
CARTESIAN COORDINATES (ANGSTROEM)
Pt 0.121 1.260 -1.325  1.348
Se -0.007 3.775 -1.874  -0.076
Se -0.452 2.522 -3.844  0.131
C 1.310 1.747 -3.810  0.710
C 2.086 1.634 -4.941  -0.659
C 3.346 1.054 -4.814  -0.261
C 3.777 0.644 -3.565  -0.866
C 2.933 0.778 -2.474  0.159
N 1.719 1.321 -2.598  -0.214
C -1.681 3.439 -0.955  0.696
C -2.682 4.362 -0.768  -0.650
C -3.801 3.932 -0.050  -0.224
C -3.843 2.636 0.434  -0.896
C -2.770 1.779 0.203  -0.100
N -1.708 2.189 -0.483  -0.214
H 1.723 1.995 -5.894  0.462
H 3.982 0.943 -5.683  0.476
H 4.758 0.215 -3.422  0.462
H 3.229 0.451 -1.488  0.312
H -2.603 5.368 -1.156  0.453
H -4.627 4.610 0.117  0.473
H -4.703 2.276 0.980  0.442
H -2.766 0.753 0.543  0.692
O 0.205 -0.659 -1.829  -0.602
N -0.573 -1.400 -0.967  0.922
O -0.489 -2.576 -1.044  -0.542
O -1.252 -0.724 -0.217  -0.433
C 2.123 -2.597 0.882  -0.938
N 1.122 -1.910 1.694  0.359
C 0.816 -0.590 1.673  -0.501
Se 1.598 0.725 0.655  -0.039
N -0.147 -0.393 2.606  0.262
C -0.472 -1.564 3.217  0.815
C -1.399 -1.882 4.220  -1.041
C -1.467 -3.206 4.566  -0.514
C -0.632 -4.195 3.976  -0.719
C 0.283 -3.894 3.004  -0.722
C 0.346 -2.543 2.622  0.879
H 2.586 -1.878 0.212  0.161
H 1.631 -3.381 0.310  0.449
H 2.875 -3.022 1.544  0.415
H -0.495 0.524 2.851  0.312
H -2.016 -1.133 4.694  0.457
H -2.179 -3.525 5.315  0.438
H -0.729 -5.214 4.322  0.442
H 0.921 -4.646 2.565  0.485

Cartesian forces, eV/Å:
1.1 2.4 -1.5
0.0 -0.4 0.8
-0.2 -0.3 0.2
0.2 0.2 -0.2
-0.2 0.1 0.1
0.1 -0.1 0.1
0.0 0.1 0.0
0.2 0.0 0.0
-0.1 -0.8 -0.2
-0.1 0.2 -0.1
0.1 -0.1 0.0
0.0 -0.1 0.0
0.0 0.1 0.0
-0.2 -0.1 0.0
0.3 -0.8 0.0
0.0 0.0 0.0
0.0 0.0 0.0
0.0 0.0 0.0
0.0 -0.1 0.0
0.0 0.0 0.0
0.0 0.0 0.0
0.0 0.0 0.0
0.0 0.0 0.0
-0.6 -0.5 1.0
0.1 0.3 -0.5
0.1 -0.2 0.0
-0.5 -0.5 0.4
0.1 -0.1 -0.1
0.0 0.3 -0.3
-0.3 -0.6 0.4
-0.1 0.7 0.0
0.2 0.4 -0.1
-0.1 -0.2 0.1
0.1 0.0 -0.1
0.0 0.1 0.0
0.0 0.0 0.0
0.0 0.2 0.0
-0.1 -0.2 0.2
0.0 -0.1 0.0
0.1 0.0 0.0
0.0 0.0 0.0
0.0 0.0 0.0
0.0 0.0 0.0
0.0 0.0 0.1
0.0 0.0 0.0
0.0 0.0 0.0

LUMO (spin up / spin down): -12.15 / -12.15 eV
ΔE to the lowest compared entry with this formula, charge and spin: 66.9 kJ/mol
Total charge: +3
2S+1: 1
Frontier orbital gap (spin up / spin down): 0.1906 / 0.1908 hartree

No. 2
C18H17BrN3O5SY | ωB97M-V/def2-TZVPD

Last column: Mulliken charge in e.
CARTESIAN COORDINATES (ANGSTROEM)
Y 0.840 0.489 -0.240  1.857
O -1.854 -3.250 3.787  -0.505
C -0.553 -3.216 4.021  0.480
O -0.016 -3.860 4.874  -0.521
C 0.298 -2.307 3.172  0.320
C 1.669 -2.235 3.357  -0.460
N 2.154 -1.375 2.460  -0.202
N 1.185 -0.845 1.694  0.035
C 0.045 -1.419 2.126  -0.377
C -1.220 -1.030 1.422  1.088
O -2.286 -1.521 1.692  -0.735
O -1.017 -0.125 0.489  -0.662
H -2.129 -2.663 3.054  0.418
H 2.290 -2.754 4.070  0.551
H 3.118 -1.107 2.335  0.171
Br 1.132 6.843 2.648  -0.012
C 1.118 5.171 1.841  0.321
C 0.111 4.255 2.135  -0.754
C 0.135 3.031 1.508  -0.066
N 1.092 2.675 0.623  -0.343
C 2.059 3.574 0.348  -0.128
C 2.109 4.820 0.927  -0.697
H -0.675 4.495 2.835  0.466
H -0.639 2.299 1.714  0.522
H 2.821 3.277 -0.363  0.418
H 2.903 5.509 0.674  0.438
C -4.007 -0.271 -2.177  -1.457
C -2.571 -0.665 -2.320  0.683
C -1.607 0.267 -2.735  -0.714
C -0.268 -0.079 -2.823  -0.947
C 0.123 -1.385 -2.485  0.883
C -0.817 -2.325 -2.086  -0.579
C -2.156 -1.959 -2.018  -0.561
S 1.842 -1.796 -2.350  0.446
C 2.508 -1.353 -3.938  -1.016
O 2.319 -0.654 -1.401  -0.595
H -4.242 0.615 -2.762  0.404
H -4.219 -0.056 -1.127  0.311
H -4.668 -1.081 -2.483  0.410
H -1.922 1.264 -3.018  0.471
H 0.452 0.638 -3.215  0.476
H -0.508 -3.331 -1.826  0.503
H -2.888 -2.694 -1.708  0.482
H 2.250 -0.329 -4.199  0.316
H 2.098 -2.059 -4.661  0.426
H 3.588 -1.479 -3.873  0.432

Cartesian forces, eV/Å:
0.0 -0.2 0.1
0.0 0.0 0.0
0.0 0.1 0.1
0.0 0.0 0.0
0.0 0.0 0.0
0.0 0.0 -0.1
0.0 0.0 0.1
0.0 0.0 -0.1
0.0 0.0 0.0
0.0 0.0 0.0
0.0 0.0 0.0
0.0 0.0 0.0
0.0 0.0 0.0
0.0 0.0 0.0
0.0 0.0 0.0
0.0 0.0 0.0
0.0 0.0 0.0
0.0 0.0 0.0
0.0 0.0 0.0
0.0 0.0 -0.1
0.0 0.0 0.0
0.0 0.0 0.0
0.0 0.0 0.0
0.0 0.0 0.0
0.0 0.0 0.0
0.0 0.0 0.0
0.0 0.0 0.0
0.0 0.0 0.0
0.0 0.0 0.0
0.0 0.0 0.0
0.0 0.0 0.0
0.0 0.0 0.0
0.0 0.0 0.0
0.0 0.0 0.0
0.0 0.0 0.0
0.0 0.1 0.0
0.0 0.0 0.0
0.0 0.0 0.0
0.0 0.0 0.0
0.0 0.0 0.0
0.0 0.0 0.0
0.0 0.0 0.0
0.0 0.0 0.0
0.0 0.0 0.0
0.0 0.0 0.0
0.0 0.0 0.0

LUMO: -6.50 eV
ΔE to the lowest compared entry with this formula, charge and spin: 0.0 kJ/mol
Total charge: +2
2S+1: 1
Frontier orbital gap: 0.3201 hartree

No. 3
C18H17ClN2O3S | ωB97M-V/def2-TZVPD

Last column: Mulliken charge in e.
CARTESIAN COORDINATES (ANGSTROEM)
C -0.134 4.695 1.254  -1.019
N -1.115 3.552 1.306  0.057
C -1.832 3.416 0.032  -0.742
C -0.873 2.438 2.194  -0.942
C 0.165 1.438 1.674  -0.593
O -0.035 1.080 0.253  -0.442
C -0.244 -0.292 0.119  0.908
C 0.333 -1.070 -0.846  0.320
N 0.057 -2.396 -0.723  -0.063
C -0.721 -2.498 0.392  -0.168
C -1.153 -3.738 0.907  -0.757
C -1.915 -3.667 2.081  -0.657
C -2.298 -2.391 2.646  0.272
Cl -3.101 -2.314 4.132  -0.234
C -2.007 -1.192 2.025  -0.884
C -1.136 -1.222 0.903  0.651
S 0.820 -3.521 -1.884  0.992
O -0.127 -4.204 -2.757  -0.588
O 1.720 -4.405 -1.073  -0.599
C 1.599 -1.990 -2.513  0.189
C 2.611 -2.092 -3.497  -0.648
C 3.219 -0.928 -3.794  -0.409
C 2.983 0.334 -3.118  -0.647
C 1.975 0.460 -2.188  -0.435
C 1.279 -0.754 -1.904  0.070
H 0.545 4.737 0.429  0.297
H -0.800 5.665 1.392  0.321
H 0.456 4.675 2.164  0.354
H -2.337 2.411 0.044  0.185
H -1.042 3.381 -0.686  0.261
H -2.587 4.213 -0.258  0.252
H -0.613 2.833 3.166  0.425
H -1.827 1.895 2.262  0.256
H 1.034 1.999 1.702  0.525
H 0.444 0.634 2.359  0.493
H -0.968 -4.695 0.490  0.487
H -2.227 -4.602 2.565  0.374
H -2.254 -0.345 2.546  0.598
H 2.937 -3.023 -3.969  0.395
H 3.956 -1.023 -4.644  0.287
H 3.545 1.106 -3.523  0.453
H 1.668 1.401 -1.658  0.403

Cartesian forces, eV/Å:
-3.2 0.5 2.3
0.5 2.2 -0.3
-0.5 -1.3 0.9
-1.3 -0.9 -1.7
-0.3 0.5 -0.2
-0.4 -1.7 1.6
-1.4 -0.3 0.4
0.8 2.4 -0.5
-0.2 -0.6 -0.3
-1.8 -1.9 0.4
-1.3 1.9 2.0
0.0 0.6 -0.1
0.9 -1.2 -2.0
-0.7 -0.2 1.0
1.9 -2.2 -1.1
1.8 -0.3 -0.6
0.5 -0.3 2.8
1.2 1.5 1.0
-1.9 2.4 -2.2
1.4 -0.5 -1.3
-1.4 -0.7 1.2
1.8 1.8 -1.1
-0.9 -2.7 -1.1
-0.7 -0.6 0.4
0.2 -1.6 0.4
0.2 0.0 -0.9
1.6 -1.6 -0.8
0.2 -0.1 0.2
0.3 1.1 -0.2
0.1 -0.1 -1.3
0.9 -0.6 0.8
0.3 -0.2 0.4
0.0 0.3 0.3
2.2 1.2 -0.5
-0.8 -0.6 -0.4
0.5 -0.5 -0.5
0.1 0.6 -0.1
-0.6 2.2 0.8
-0.4 0.3 0.2
-0.6 0.7 1.2
0.9 1.7 -0.1
0.5 -1.1 -0.7

LUMO: -0.34 eV
ΔE to the lowest compared entry with this formula, charge and spin: 405.8 kJ/mol
Structure (SMILES): CN(C)CCOc1c2n(c3ccc(Cl)cc13)S(=O)(=O)c1ccccc1-2
2S+1: 1
Frontier orbital gap: 0.2851 hartree

No. 4
C18H17ClN2O6S | ωB97M-V/def2-TZVPD

Last column: Mulliken charge in e.
CARTESIAN COORDINATES (ANGSTROEM)
C -4.509 2.037 1.060  -0.707
O -3.467 1.996 2.016  -0.301
C -2.214 1.944 1.432  0.809
O -1.912 2.492 0.394  -0.518
C -1.154 1.128 2.215  -1.042
N 0.078 1.913 2.482  0.231
C 0.091 2.871 3.537  0.490
O -0.932 3.251 4.031  -0.592
C 1.502 3.358 4.024  -0.379
O 2.501 2.410 3.778  -0.442
C 2.439 1.734 2.512  0.304
C 3.632 1.164 1.967  -0.772
C 3.680 0.628 0.669  -0.545
C 2.507 0.716 -0.097  0.168
S 2.479 0.011 -1.745  1.386
O 3.726 -0.683 -2.001  -0.734
O 2.116 1.036 -2.756  -0.669
N 1.264 -1.164 -1.660  -0.407
C 0.327 -0.998 -2.748  -0.653
C -0.458 -2.225 -2.757  0.330
C -0.835 -3.042 -1.656  -0.269
C -1.426 -4.329 -1.749  -0.524
C -1.479 -5.004 -2.907  0.196
Cl -1.800 -6.712 -3.022  -0.205
C -1.289 -4.241 -4.072  -0.479
C -0.812 -2.802 -4.022  -0.637
C 1.325 1.223 0.402  -0.407
C 1.270 1.653 1.761  0.262
H -5.015 3.007 1.101  0.270
H -5.353 1.378 1.477  0.244
H -4.237 1.801 0.052  0.353
H -0.966 0.297 1.568  0.469
H -1.467 0.673 3.158  0.305
H 1.398 3.554 5.099  0.340
H 1.664 4.299 3.556  0.253
H 4.605 1.232 2.439  0.386
H 4.553 0.089 0.374  0.536
H 1.774 -2.058 -1.799  0.388
H -0.292 -0.154 -2.597  0.386
H 0.787 -0.883 -3.762  0.386
H -0.643 -2.657 -0.716  0.498
H -1.671 -4.810 -0.807  0.377
H -1.479 -4.767 -5.032  0.327
H -0.694 -2.367 -4.982  0.413
H 0.389 1.002 -0.217  0.178

Cartesian forces, eV/Å:
-3.1 0.2 1.6
2.1 -1.0 -1.0
0.0 0.9 0.5
-0.6 -0.8 1.0
-0.2 1.4 0.6
-0.1 0.4 0.0
0.5 -1.0 -0.8
-0.3 0.1 0.3
-2.2 -1.1 -0.2
0.4 -1.8 -1.8
2.2 0.7 0.1
-0.5 0.9 -0.4
-1.7 0.5 1.0
0.7 -0.5 -0.3
0.9 1.4 -2.2
-0.6 0.2 0.8
0.0 -1.8 2.4
1.7 0.5 -0.1
0.3 -0.3 -1.0
-2.3 -4.0 -2.1
-0.5 -0.1 -2.2
1.2 1.5 2.7
-0.2 0.7 -2.7
-0.1 0.4 0.1
0.8 2.2 -0.3
-1.1 -4.3 1.8
-1.6 -0.8 0.7
-0.4 -0.3 -0.2
0.5 0.2 -0.3
1.5 0.4 -0.8
0.4 -0.3 -0.3
0.7 -0.4 -0.5
-0.5 0.5 -0.1
0.2 -0.4 -0.3
0.5 0.9 -0.7
-0.4 0.0 0.7
0.3 0.0 -0.6
-0.4 0.7 0.3
-0.5 1.1 0.3
-0.1 0.0 0.9
0.2 0.6 1.9
0.1 0.0 -0.1
0.3 0.8 0.6
0.3 0.7 -0.5
1.3 0.9 1.1

LUMO: 0.28 eV
ΔE to the lowest compared entry with this formula, charge and spin: 280.7 kJ/mol
Structure (SMILES): COC(=O)CN1C(=O)COc2ccc(S(=O)(=O)NCc3ccc(Cl)cc3)cc21
2S+1: 1
Frontier orbital gap: 0.3443 hartree

No. 5
C18H17CoN3O10P2S2 | ωB97M-V/def2-TZVPD

Last column: Mulliken charge in e.
CARTESIAN COORDINATES (ANGSTROEM)
Co -1.459 -1.069 2.007  0.683
O -3.187 1.399 0.054  -0.504
P -3.717 0.411 1.218  0.836
O -5.094 0.739 1.593  -0.735
O -2.603 0.432 2.271  -0.409
O -3.515 -1.035 0.466  -0.141
P -3.752 -2.468 1.289  0.734
O -2.967 -3.477 0.323  -0.565
O -5.151 -2.849 1.439  -0.751
O -2.861 -2.258 2.520  -0.526
H -3.953 1.825 -0.345  0.289
H -2.014 -3.421 0.507  0.446
C 0.031 4.719 -4.849  -0.876
O -0.124 3.346 -4.558  -0.426
C 0.922 2.712 -3.957  1.014
C 2.149 3.304 -3.687  -0.310
C 3.150 2.554 -3.084  -0.302
C 2.945 1.226 -2.718  -0.550
C 1.699 0.643 -3.002  0.027
C 0.708 1.375 -3.613  -0.904
N 4.023 0.583 -2.083  -0.753
N 3.863 -0.596 -1.589  -0.411
C 2.863 -0.951 -0.738  -0.164
C 2.725 -2.330 -0.513  -0.388
C 1.660 -2.892 0.174  -0.891
C 0.666 -2.078 0.708  1.001
O -0.390 -2.504 1.334  -0.655
C 0.840 -0.659 0.577  0.537
N -0.132 0.070 1.178  -0.424
C -0.060 1.382 1.208  -0.057
C 1.043 2.048 0.660  -1.244
C 2.029 1.332 0.030  -0.296
C 1.928 -0.070 -0.076  0.547
H -0.901 5.039 -5.307  0.239
H 0.853 4.889 -5.550  0.341
H 0.206 5.300 -3.940  0.356
H 2.338 4.339 -3.932  0.384
H 4.111 3.003 -2.862  0.459
H 1.520 -0.392 -2.747  0.480
H -0.257 0.935 -3.829  0.437
H 3.484 -2.964 -0.955  0.436
H 1.578 -3.963 0.296  0.450
H -0.887 1.890 1.686  0.661
H 1.109 3.122 0.751  0.425
H 2.893 1.841 -0.369  0.750
C -1.649 -3.986 5.453  -0.918
O -1.249 -2.975 4.528  -0.079
C -0.413 -2.049 4.918  0.267
S 0.377 -1.982 6.366  -0.330
S -0.110 -0.798 3.752  -0.166
H -2.344 -4.606 4.895  0.225
H -2.140 -3.530 6.312  0.401
H -0.785 -4.557 5.790  0.349

Cartesian forces, eV/Å:
0.4 0.2 -0.1
0.1 -0.1 0.0
0.0 0.2 0.0
-0.1 -0.1 -0.1
0.1 -0.2 0.1
0.1 0.0 0.4
0.1 -0.3 0.1
0.0 0.1 -0.1
0.0 0.1 -0.1
0.1 0.2 0.0
0.0 0.0 0.0
0.0 0.0 0.0
0.0 0.0 0.0
0.0 0.0 0.0
0.0 0.0 0.0
0.0 0.0 0.0
0.0 0.0 0.1
-0.3 0.5 0.7
0.1 0.0 -0.2
0.0 0.0 -0.1
-0.2 -1.3 -1.3
1.3 1.1 1.1
-1.0 -0.4 -0.3
0.0 0.3 -0.2
-0.1 -0.1 0.1
0.0 -0.1 -0.1
-0.2 0.1 0.0
0.0 0.0 0.0
0.0 -0.1 -0.1
-0.1 0.0 0.0
0.1 0.0 0.0
0.0 0.1 0.1
0.1 -0.1 0.0
0.0 0.0 0.0
0.0 0.0 0.0
0.0 0.0 0.0
0.0 0.0 0.0
0.0 0.0 0.0
-0.1 0.0 0.0
0.0 0.0 0.0
0.0 0.0 0.0
0.0 0.0 0.0
0.0 0.0 0.0
0.0 0.0 0.0
0.0 0.0 0.0
0.0 0.0 0.0
0.0 -0.1 0.0
0.2 0.2 0.0
0.0 0.0 0.0
-0.5 -0.2 0.1
0.0 0.0 0.0
0.0 0.0 0.0
0.0 0.0 0.0

LUMO (spin up / spin down): 0.93 / 0.90 eV
ΔE to the lowest compared entry with this formula, charge and spin: 40.2 kJ/mol
Total charge: -1
2S+1: 1
Frontier orbital gap (spin up / spin down): 0.2223 / 0.2313 hartree

No. 6
C18H17CsN2O2S | ωB97M-V/def2-TZVPD

Last column: Mulliken charge in e.
CARTESIAN COORDINATES (ANGSTROEM)
Cs -0.588 1.875 0.163  0.964
C -2.499 3.625 4.809  -1.195
C -2.161 2.570 3.739  0.481
O -1.546 2.985 2.722  -0.682
C -2.558 1.268 4.001  -0.560
C -2.367 0.120 3.166  0.401
C -2.789 -1.206 3.765  -1.089
N -1.890 0.197 1.965  -0.354
N -1.726 -1.070 1.369  -0.235
C -1.936 -1.073 0.080  0.291
O -2.293 -0.135 -0.691  -0.960
C -1.758 -2.447 -0.544  0.316
C -1.471 -3.595 0.203  -0.210
C -1.330 -4.824 -0.417  -0.562
C -1.469 -4.935 -1.798  -0.288
C -1.751 -3.805 -2.543  -0.490
C -1.896 -2.571 -1.921  -0.437
H -2.208 4.602 4.425  0.353
H -1.953 3.435 5.738  0.244
H -3.563 3.634 5.060  0.273
H -3.061 1.103 4.950  0.100
H -3.183 -1.067 4.771  0.301
H -1.948 -1.902 3.801  0.228
H -3.544 -1.688 3.139  0.262
H -1.365 -3.468 1.272  0.389
H -1.105 -5.695 0.190  0.346
H -1.353 -5.900 -2.281  0.341
H -1.856 -3.873 -3.621  0.350
H -2.118 -1.672 -2.482  0.398
S 2.583 3.467 -2.068  -0.578
C 3.905 2.723 -2.905  -0.046
C 5.108 3.399 -3.161  -0.400
C 6.154 2.796 -3.843  -0.266
C 6.051 1.492 -4.307  -0.439
C 4.863 0.801 -4.070  -0.323
C 3.819 1.399 -3.391  -0.511
H 5.223 4.418 -2.812  0.301
H 7.065 3.365 -4.009  0.285
H 6.873 1.024 -4.838  0.332
H 4.738 -0.221 -4.414  0.303
H 2.903 0.849 -3.213  0.365

Cartesian forces, eV/Å:
0.5 0.7 -0.1
0.1 0.0 0.0
0.1 0.2 -0.2
0.0 0.2 -0.1
-0.1 0.0 0.3
0.0 0.1 0.1
0.0 -0.1 -0.1
-0.2 -0.8 0.3
0.0 0.1 0.2
-0.2 -0.4 0.0
-0.1 0.0 -0.3
0.1 -0.1 0.0
-0.1 0.4 -0.1
0.0 0.0 0.1
0.0 -0.2 0.1
0.0 0.1 -0.2
0.0 0.0 0.0
0.0 0.0 0.0
0.0 0.0 0.0
0.0 0.0 -0.1
0.0 0.0 0.0
0.0 0.0 0.0
0.0 0.0 0.0
0.0 0.0 0.0
0.0 -0.1 0.0
0.0 -0.1 -0.1
0.0 0.0 0.0
0.0 0.0 0.0
0.0 0.0 0.0
-0.1 0.1 0.1
-0.3 -0.1 0.0
0.3 0.0 -0.1
0.0 0.1 0.1
0.0 -0.2 -0.1
0.0 0.0 0.0
0.1 0.1 0.0
-0.1 0.0 0.0
0.0 0.0 0.0
0.0 0.0 0.0
0.1 0.0 0.0
0.0 0.0 0.0

LUMO: 4.26 eV
Total charge: -2
2S+1: 1
Frontier orbital gap: 0.1878 hartree

| no. | largest force on an atom (eV/A) |
| --- | --- |
| 1 | 3.06 |
| 2 | 0.19 |
| 3 | 3.95 |
| 4 | 5.03 |
| 5 | 2.06 |
| 6 | 0.86 |